[1]
Entry from the OMol25 dataset: C4H6N2O in the gas phase (ωB97M-V/def2-TZVPD).

```
! RIJCOSX wB97M-V def2-TZVPD def2/J DEFGRID3
* xyz 0 1
C -2.12 0.50 -0.07
C -0.74 -0.05 -0.11
C -0.28 -1.29 -0.37
N 1.10 -1.33 -0.28
C 1.41 -0.11 -0.02
N 2.67 0.44 0.02
O 0.37 0.74 0.15
H -2.19 1.53 -0.41
H -2.73 -0.12 -0.74
H -2.57 0.44 0.93
H -0.86 -2.14 -0.69
H 2.66 1.43 -0.22
H 3.32 -0.09 -0.55
*
```

For the energy above the lowest of the compared OMol25 structures with the same formula, charge and spin, the calculation gives 14.0 kcal per mole. The calculation puts the LUMO energy at 0.9 eV. As for the HOMO energy: -8.15 eV.

=====

[2]
Entry from the OMol25 dataset: C4H6N2O in the gas phase (ωB97M-V/def2-TZVPD).

```
! RIJCOSX wB97M-V def2-TZVPD def2/J DEFGRID3
* xyz 0 1
C 2.05 0.47 0.03
C 0.62 0.06 -0.08
C 0.09 -1.19 -0.09
N -1.29 -1.03 -0.07
C -1.50 0.31 -0.03
O -2.75 0.78 0.01
N -0.40 1.01 -0.06
H 2.20 1.04 0.95
H 2.37 1.10 -0.80
H 2.70 -0.42 0.07
H 0.55 -2.17 -0.16
H -1.96 -1.71 0.22
H -2.67 1.75 0.02
*
```

For the energy above the lowest of the compared OMol25 structures with the same formula, charge and spin, the calculation gives 6.6 kcal per mole. The calculation puts the LUMO energy at 0.8 eV. As for the HOMO energy: -8.19 eV.

=====

[3]
Entry from the OMol25 dataset: C4H6N2O in the gas phase (ωB97M-V/def2-TZVPD).

```
! RIJCOSX wB97M-V def2-TZVPD def2/J DEFGRID3
* xyz 0 1
C -0.62 -0.97 -1.47
O -0.10 0.13 -0.91
C -0.41 0.51 0.43
C -1.80 0.42 0.81
N -2.96 0.63 0.88
C 0.71 0.58 1.21
N 1.99 0.37 0.64
H -1.69 -1.00 -1.35
H -0.33 -0.95 -2.47
H -0.26 -1.83 -0.86
H 0.66 0.90 2.25
H 2.00 0.50 -0.34
H 2.80 0.72 1.19
*
```

For the energy above the lowest of the compared OMol25 structures with the same formula, charge and spin, the calculation gives 59.3 kcal per mole. The calculation puts the LUMO energy at 0.8 eV. As for the HOMO energy: -8.63 eV.

=====

[4]
Entry from the OMol25 dataset: C4H6N2O in the gas phase (ωB97M-V/def2-TZVPD).

```
! RIJCOSX wB97M-V def2-TZVPD def2/J DEFGRID3
* xyz 0 1
N -2.18 -0.57 -0.17
C -0.84 -0.30 -0.01
N 0.09 -1.22 0.08
C 1.26 -0.54 -0.10
O 2.40 -1.26 -0.08
C 1.13 0.81 -0.24
C -0.28 1.05 0.05
H -2.85 0.06 0.23
H -2.37 -1.53 0.05
H 3.13 -0.63 -0.17
H 1.89 1.53 -0.51
H -0.77 1.97 -0.31
H -0.62 0.62 1.17
*
```

For the energy above the lowest of the compared OMol25 structures with the same formula, charge and spin, the calculation gives 51.6 kcal per mole. The calculation puts the LUMO energy at 0.8 eV. As for the HOMO energy: -7.89 eV.

=====

[5]
Entry from the OMol25 dataset: C4H6N2O in the gas phase (ωB97M-V/def2-TZVPD).

```
! RIJCOSX wB97M-V def2-TZVPD def2/J DEFGRID3
* xyz 0 1
N -1.72 -0.45 -0.37
C -0.32 -0.23 -0.35
C 0.32 1.11 -0.01
C 1.28 0.93 0.91
C 1.28 -0.50 1.43
O 0.09 -0.61 -1.65
N 0.32 -1.05 0.70
H -2.23 0.22 -0.93
H -2.16 -0.67 0.50
H 0.07 2.01 -0.56
H 1.99 1.67 1.25
H 1.03 -0.42 -1.72
H 0.05 -2.02 0.79
*
```

For the energy above the lowest of the compared OMol25 structures with the same formula, charge and spin, the calculation gives 70.8 kcal per mole. The calculation puts the LUMO energy at 0.3 eV. As for the HOMO energy: -8.53 eV.

=====

[6]
Entry from the OMol25 dataset: C4H6N2O in the gas phase (ωB97M-V/def2-TZVPD).

```
! RIJCOSX wB97M-V def2-TZVPD def2/J DEFGRID3
* xyz 0 1
O 2.30 0.86 -0.16
C 1.03 0.52 -0.11
C 0.32 0.31 1.16
N -0.28 -1.09 1.05
C -1.07 0.05 0.61
C -0.99 -0.19 -0.90
N 0.33 0.41 -1.21
H 2.55 0.94 0.78
H -0.47 -1.54 1.93
H -1.99 0.34 1.11
H -0.72 -1.29 -0.57
H -1.75 0.24 -1.57
H 0.73 0.45 -2.14
*
```

For the energy above the lowest of the compared OMol25 structures with the same formula, charge and spin, the calculation gives 118.4 kcal per mole. The calculation puts the LUMO energy at 0.8 eV. As for the HOMO energy: -7.25 eV.

=====

[7]
Entry from the OMol25 dataset: 2 unconnected molecules or ions with the total composition C4H6N2O (ωB97M-V/def2-TZVPD).

```
! RIJCOSX wB97M-V def2-TZVPD def2/J DEFGRID3
* xyz 0 1
C 0.42 0.85 0.69
C 1.00 1.91 -0.04
N 1.84 1.47 -0.96
N 1.80 0.14 -0.83
C 0.96 -0.29 0.14
H -0.28 0.91 1.51
H 0.84 2.98 0.08
H 2.38 -0.43 -1.44
H 0.80 -1.33 0.35
C -2.35 -1.47 0.06
O -1.52 -2.28 0.41
H -3.42 -1.74 -0.02
H -2.07 -0.43 -0.19
*
```

For the energy above the lowest of the compared OMol25 structures with the same formula, charge and spin, the calculation gives 46.2 kcal per mole. The calculation puts the LUMO energy at 0.7 eV. As for the HOMO energy: -9.39 eV.

=====

[8]
Entry from the OMol25 dataset: C4H6N2O in the gas phase (ωB97M-V/def2-TZVPD).

```
! RIJCOSX wB97M-V def2-TZVPD def2/J DEFGRID3
* xyz 0 1
C 2.01 -0.78 0.46
C 0.58 -0.37 0.26
C -0.07 0.07 -0.77
N -1.32 0.45 -0.41
O -2.34 1.07 -1.27
C -1.48 0.06 0.87
N -0.36 -0.45 1.30
H 2.08 -1.77 0.85
H 2.39 0.05 1.19
H 2.52 -0.85 -0.56
H 0.25 0.03 -1.85
H -1.92 2.08 -1.51
H -2.33 0.41 1.43
*
```

For the energy above the lowest of the compared OMol25 structures with the same formula, charge and spin, the calculation gives 83.0 kcal per mole. The calculation puts the LUMO energy at 0.3 eV. As for the HOMO energy: -9.03 eV.

=====

[9]
Entry from the OMol25 dataset: C4H6N2O in the gas phase (ωB97M-V/def2-TZVPD).

```
! RIJCOSX wB97M-V def2-TZVPD def2/J DEFGRID3
* xyz 0 1
C -2.19 0.48 0.01
C -0.77 -0.04 0.08
N -0.40 -1.01 -0.99
O 0.95 -1.05 -0.89
C 1.37 -0.12 0.10
N 2.73 -0.09 0.26
C 0.34 0.52 0.77
H -2.83 -0.18 -0.58
H -2.60 0.59 1.02
H -2.18 1.47 -0.46
H 3.04 0.69 0.82
H 3.29 -0.30 -0.56
H -0.84 -1.23 0.35
*
```

For the energy above the lowest of the compared OMol25 structures with the same formula, charge and spin, the calculation gives 142.9 kcal per mole. The calculation puts the LUMO energy (alpha / beta) at 0.0 / 0.0 eV. As for the HOMO energy (alpha / beta): -8.46 / -8.46 eV.

=====

[10]
Entry from the OMol25 dataset: a molecular structure, C4H6N2O (ωB97M-V/def2-TZVPD).

```
! RIJCOSX wB97M-V def2-TZVPD def2/J DEFGRID3
* xyz 0 1
N -2.16 -0.70 0.00
C -1.03 -0.44 0.49
O -0.59 -0.26 1.77
C 0.74 0.14 1.31
C 0.26 -0.04 -0.13
C 0.83 -0.45 -1.43
N 0.28 0.89 -1.24
H -2.88 -0.80 0.72
H 0.99 1.16 1.62
H 1.49 -0.58 1.65
H 0.27 -1.21 -1.96
H 1.90 -0.43 -1.60
H -0.67 0.95 -1.61
*
```

For the energy above the lowest of the compared OMol25 structures with the same formula, charge and spin, the calculation gives 61.2 kcal per mole. The calculation puts the LUMO energy at 1.0 eV. As for the HOMO energy: -9.92 eV.

=====

[11]
Entry from the OMol25 dataset: C4H6N2O in the gas phase (ωB97M-V/def2-TZVPD).

```
! RIJCOSX wB97M-V def2-TZVPD def2/J DEFGRID3
* xyz 0 1
C -1.91 -2.00 1.36
C -1.21 -1.41 0.57
C -0.36 -0.88 -0.56
O -0.19 -1.47 -1.64
N 0.37 0.33 -0.19
C 1.29 0.90 -1.14
N 0.16 0.93 1.00
H -2.38 -2.13 2.33
H 1.14 0.41 -2.06
H 2.27 0.69 -0.82
H 1.11 1.99 -1.25
H 0.57 1.80 1.19
H -0.86 0.83 1.21
*
```

For the energy above the lowest of the compared OMol25 structures with the same formula, charge and spin, the calculation gives 100.1 kcal per mole. The calculation puts the LUMO energy at 0.8 eV. As for the HOMO energy: -8.06 eV.

=====

[12]
Entry from the OMol25 dataset: C4H6N2O in the gas phase (ωB97M-V/def2-TZVPD).

```
! RIJCOSX wB97M-V def2-TZVPD def2/J DEFGRID3
* xyz 0 1
C -2.20 -0.17 -0.21
O -1.17 -0.79 0.54
C 0.06 -0.32 0.26
C 0.49 0.74 -0.49
N 1.88 0.78 -0.51
C 2.25 -0.26 0.16
N 1.19 -0.99 0.76
H -2.27 0.90 0.01
H -3.14 -0.66 0.08
H -2.04 -0.30 -1.29
H -0.09 1.48 -1.01
H 3.25 -0.63 0.33
H 1.57 -0.53 1.62
*
```

For the energy above the lowest of the compared OMol25 structures with the same formula, charge and spin, the calculation gives 54.6 kcal per mole. The calculation puts the LUMO energy at 0.9 eV. As for the HOMO energy: -8.62 eV.

=====

[13]
Entry from the OMol25 dataset: 2 unconnected molecules or ions with the total composition C4H6N2O (ωB97M-V/def2-TZVPD).

```
! RIJCOSX wB97M-V def2-TZVPD def2/J DEFGRID3
* xyz 0 1
C 1.05 0.95 -0.80
C 0.88 -0.33 -0.12
N 0.28 -1.38 -0.09
C 1.18 -1.04 1.09
H 2.07 1.20 -1.00
H 0.72 1.81 -0.09
H 0.44 1.11 -1.69
H 0.96 -0.92 2.11
H 2.07 -1.69 1.00
N -2.96 -0.19 -0.57
C -2.26 0.27 0.26
O -1.97 0.85 1.23
H -2.47 -0.63 -1.34
*
```

For the energy above the lowest of the compared OMol25 structures with the same formula, charge and spin, the calculation gives 71.2 kcal per mole. The calculation puts the LUMO energy at 0.7 eV. As for the HOMO energy: -10.11 eV.

=====

[14]
Entry from the OMol25 dataset: 2 unconnected molecules or ions with the total composition C4H6N2O (ωB97M-V/def2-TZVPD).

```
! RIJCOSX wB97M-V def2-TZVPD def2/J DEFGRID3
* xyz 0 1
N 1.86 -0.38 -0.16
N 2.95 -0.18 0.06
O 4.12 0.07 0.19
C 0.02 1.45 -0.15
C -0.78 0.39 -0.04
C -1.70 -0.56 -0.58
C -0.98 -0.90 0.73
H 0.51 1.95 0.73
H -0.06 2.16 -0.96
H -1.49 -1.22 -1.48
H -2.74 -0.15 -0.64
H -1.48 -0.99 1.67
H -0.23 -1.63 0.63
*
```

For the energy above the lowest of the compared OMol25 structures with the same formula, charge and spin, the calculation gives 120.3 kcal per mole. The calculation puts the LUMO energy at 1.0 eV. As for the HOMO energy: -9.38 eV.

=====

[15]
Entry from the OMol25 dataset: C4H6N2O in the gas phase (ωB97M-V/def2-TZVPD).

```
! RIJCOSX wB97M-V def2-TZVPD def2/J DEFGRID3
* xyz 0 1
N -0.07 0.61 -2.22
C -0.06 0.35 -0.84
C 0.06 1.25 0.17
N 0.02 0.56 1.40
C -0.14 -0.78 1.08
O -0.22 -1.68 2.10
C -0.21 -0.95 -0.26
H 0.43 1.45 -2.47
H 0.25 -0.17 -2.77
H 0.24 2.32 0.14
H -0.69 0.84 2.06
H 0.69 -1.95 2.31
H -0.38 -1.89 -0.76
*
```

For the energy above the lowest of the compared OMol25 structures with the same formula, charge and spin, the calculation gives 28.9 kcal per mole. The calculation puts the LUMO energy at 0.9 eV. As for the HOMO energy: -7.65 eV.

=====

[16]
Entry from the OMol25 dataset: C4H6N2O in the gas phase (ωB97M-V/def2-TZVPD).

```
! RIJCOSX wB97M-V def2-TZVPD def2/J DEFGRID3
* xyz 0 1
N -1.73 0.00 1.19
C -0.56 -0.01 0.41
N -0.12 -1.28 0.16
C 0.99 -1.28 -0.62
C 1.29 0.04 -0.89
C 0.30 0.85 -0.24
O 0.21 2.21 -0.25
H -2.57 0.30 0.73
H -1.64 0.38 2.12
H -0.71 -1.98 0.59
H 1.49 -2.18 -0.92
H 2.12 0.39 -1.49
H 0.93 2.56 -0.79
*
```

For the energy above the lowest of the compared OMol25 structures with the same formula, charge and spin, the calculation gives 26.3 kcal per mole. The calculation puts the LUMO energy at 1.0 eV. As for the HOMO energy: -7.74 eV.

=====

[17]
Entry from the OMol25 dataset: C4H6N2O in the gas phase (ωB97M-V/def2-TZVPD).

```
! RIJCOSX wB97M-V def2-TZVPD def2/J DEFGRID3
* xyz 0 1
H 1.17 -0.52 2.23
N 0.78 0.13 1.55
C 0.44 -0.50 0.49
C 0.63 -1.96 0.21
C -0.07 0.29 -0.64
C -0.21 1.59 -0.49
N -0.45 2.80 -0.48
O -1.76 2.92 -1.05
H 1.10 -2.46 1.05
H 1.26 -2.09 -0.68
H -0.34 -2.42 0.00
H -0.20 -0.13 -1.63
H -2.36 2.34 -0.57
*
```

For the energy above the lowest of the compared OMol25 structures with the same formula, charge and spin, the calculation gives 107.8 kcal per mole. The calculation puts the LUMO energy at -0.1 eV. As for the HOMO energy: -9.33 eV.

=====

[18]
Entry from the OMol25 dataset: a molecular structure, C4H6N2O (ωB97M-V/def2-TZVPD).

```
! RIJCOSX wB97M-V def2-TZVPD def2/J DEFGRID3
* xyz 0 1
C -2.75 0.97 0.67
C 0.76 0.16 -0.08
C 1.14 -0.92 0.50
C 2.10 -1.46 -0.61
H -2.83 1.97 0.04
H -3.53 0.76 1.52
H -0.08 2.06 -0.13
H 1.53 0.35 -0.98
H 0.65 -1.64 1.25
H 2.57 -2.58 -0.76
N -1.48 0.40 0.56
N -0.55 0.81 -0.27
O 2.46 -0.87 -1.71
*
```

For the energy above the lowest of the compared OMol25 structures with the same formula, charge and spin, the calculation gives 177.8 kcal per mole. The calculation puts the LUMO energy at -0.2 eV. As for the HOMO energy: -9.03 eV.

=====

[19]
Entry from the OMol25 dataset: C4H6N2O in the gas phase (ωB97M-V/def2-TZVPD).

```
! RIJCOSX wB97M-V def2-TZVPD def2/J DEFGRID3
* xyz 0 1
C -3.02 -0.07 -0.01
C -1.85 0.21 -0.07
C -0.53 0.92 -0.10
O -0.44 2.09 -0.13
N 0.53 0.00 -0.13
C 1.95 0.44 0.00
N 0.21 -1.36 -0.24
H -3.99 -0.33 0.00
H 2.47 0.55 -0.94
H 2.50 -0.26 0.72
H 1.93 1.42 0.49
H 0.94 -2.02 0.09
H -0.70 -1.59 0.32
*
```

For the energy above the lowest of the compared OMol25 structures with the same formula, charge and spin, the calculation gives 95.7 kcal per mole. The calculation puts the LUMO energy at 0.8 eV. As for the HOMO energy: -8.29 eV.

=====

[20]
Entry from the OMol25 dataset: a molecular structure, C4H6N2O (ωB97M-V/def2-TZVPD).

```
! RIJCOSX wB97M-V def2-TZVPD def2/J DEFGRID3
* xyz 0 1
C 0.39 -1.36 0.59
C -0.56 0.86 -0.64
C 0.73 0.07 0.34
C -1.87 0.84 -0.48
N 0.41 0.57 -1.49
N 1.54 0.83 0.91
O 1.20 1.31 -2.05
H 2.05 0.40 1.68
H -0.33 -1.46 1.41
H -0.04 -1.85 -0.29
H 1.29 -1.92 0.86
H -2.31 0.97 0.50
H -2.52 0.75 -1.34
*
```

For the energy above the lowest of the compared OMol25 structures with the same formula, charge and spin, the calculation gives 146.1 kcal per mole. The calculation puts the LUMO energy at -0.1 eV. As for the HOMO energy: -8.57 eV.